Entry from OMol25: a molecular structure, C43H63N6O13P3SY at a distorted geometry (ωB97M-V/def2-TZVPD).

XYZ file:
```
130
Properties=species:S:1:pos:R:3:forces:R:3:mulliken_charge:R:1
Y -0.786066 -0.134231 0.433672 -0.142 -0.956 0.237 -0.4169
C -2.624173 -3.294391 -2.102958 0.109 -0.194 0.037 -0.3887
O -1.449958 -4.041586 -2.442925 -0.222 0.254 -0.142 -0.4380
C -0.429131 -4.180166 -1.540463 -0.044 -0.108 -0.047 -0.3902
C 0.352530 -5.302058 -1.699337 0.151 -0.152 0.022 -0.6023
C 1.441534 -5.563229 -0.858396 -0.073 0.027 -0.041 -0.8166
C 1.714620 -4.679154 0.160764 0.076 0.028 0.058 -0.7289
C 0.950126 -3.516169 0.329214 0.085 0.050 0.275 0.6726
C 1.265890 -2.649957 1.463026 -0.005 -0.205 -0.254 -1.3141
N 0.800412 -1.478618 1.673131 0.134 -0.031 0.585 1.8108
N 1.171800 -0.951698 2.927472 0.215 -0.121 -0.071 -1.3438
C 0.255981 -0.132141 3.372227 -0.212 -0.119 0.019 -0.3348
O -0.828476 0.178995 2.764975 0.503 0.285 0.317 0.9721
C 0.487188 0.453970 4.734863 0.024 0.027 -0.032 0.4444
C 1.575128 0.074340 5.519151 0.030 -0.009 0.058 -0.4006
C 1.752151 0.622830 6.782215 -0.026 0.003 -0.061 -0.8465
C 0.843069 1.553904 7.275592 -0.026 -0.012 -0.059 -0.4326
C -0.240371 1.938539 6.495361 0.048 -0.059 -0.056 -1.1581
C -0.415553 1.390997 5.228610 0.038 0.026 0.042 -0.1243
C -0.132958 -3.218478 -0.536148 0.000 -0.041 0.217 0.5946
O -0.832868 -2.146856 -0.400595 0.185 -0.436 -0.499 0.6383
H -3.352688 -3.545719 -2.871220 -0.038 -0.062 -0.052 0.2627
H -2.445196 -2.226135 -2.089502 0.066 0.123 -0.014 0.0503
H -3.013749 -3.590117 -1.128250 0.020 -0.028 0.037 0.1632
H 0.088841 -5.989747 -2.497633 0.012 0.048 0.059 0.4276
H 2.035239 -6.458181 -0.996886 -0.011 0.032 -0.001 0.3764
H 2.539601 -4.862007 0.846423 -0.092 0.000 -0.062 0.4337
H 1.927023 -3.059165 2.227791 0.060 -0.071 0.008 0.2950
H 2.267643 -0.658479 5.121313 -0.050 0.056 0.036 0.4268
H 2.600927 0.322422 7.387112 -0.042 0.003 -0.026 0.4158
H 0.979781 1.976002 8.265427 -0.006 -0.013 -0.052 0.3838
H -0.949748 2.666848 6.871401 0.022 -0.029 -0.020 0.4192
H -1.248354 1.682185 4.599822 0.022 -0.009 0.031 0.3008
C 5.277599 3.881882 2.664669 -0.082 -0.017 -0.017 -1.5108
C 3.876973 3.744038 2.119154 0.067 -0.004 0.004 0.9512
C 3.280295 4.776412 1.398080 0.079 0.013 0.005 -0.9737
C 2.016614 4.627278 0.844948 0.030 0.041 -0.025 -0.9064
C 1.335943 3.431905 1.015188 0.160 -0.124 0.055 -0.3637
C 1.894553 2.411177 1.773181 -0.106 0.204 -0.075 0.2226
C 3.156335 2.567538 2.317194 0.072 -0.012 0.075 -0.7668
S -0.209309 3.235267 0.166646 -0.275 0.079 -0.456 1.0800
O -0.811328 4.549596 0.141235 -0.144 0.136 0.103 -0.8511
O 0.169614 2.811678 -1.214642 0.087 0.311 0.399 -0.7395
N -1.012955 2.109910 0.847739 -0.493 1.426 -0.030 0.6895
C -2.376987 2.451968 1.330986 0.523 -0.177 0.038 -1.1205
C -3.427476 1.419068 0.914944 0.029 -0.187 -0.201 0.7635
O -4.605378 1.705662 1.106232 0.037 -0.117 -0.036 -0.8571
O -2.978755 0.310675 0.425013 -0.506 0.700 0.149 -0.4020
H 5.636368 4.909120 2.585179 -0.018 -0.028 0.007 0.3757
H 5.967018 3.239854 2.109159 -0.018 0.034 0.030 0.2864
H 5.325279 3.580154 3.713298 -0.011 0.018 -0.042 0.3476
H 3.813264 5.714380 1.268127 -0.022 -0.060 0.008 0.3284
H 1.549109 5.436234 0.292819 0.047 -0.084 0.040 0.5209
H 1.343827 1.506186 1.954960 -0.038 -0.141 -0.048 0.3891
H 3.578730 1.755278 2.905832 -0.043 0.114 -0.076 0.5311
H -2.681663 3.423613 0.963769 -0.120 0.161 -0.038 0.8640
H -2.391702 2.491983 2.420502 0.027 -0.041 0.129 -0.2392
C 4.790945 -0.672091 -2.992209 0.036 0.000 -0.137 -1.5768
C 3.595292 -0.532181 -2.075364 -0.174 -0.042 -0.033 0.8464
C 2.972637 -1.873336 -1.755046 -0.094 -0.087 -0.095 -0.7230
O 2.618728 0.295629 -2.751332 0.174 -0.140 0.106 0.2016
P 1.665616 1.309526 -1.877201 1.093 -0.893 -0.253 -0.2646
O 1.301614 0.516252 -0.657784 -0.146 0.527 -0.122 -0.2502
C 0.575226 1.512618 -3.337004 -0.194 0.142 0.562 -0.8200
P -0.705107 0.262327 -3.155804 -0.140 -0.431 0.101 -0.5952
O -1.218369 0.213436 -1.776758 -0.248 0.276 -0.744 1.0500
O -0.096796 -1.121471 -3.547059 0.257 -0.104 -0.209 0.2568
C 0.283287 -1.745135 -4.803443 -0.169 0.103 0.062 0.9045
C 0.926035 -0.788332 -5.789957 0.009 0.178 0.131 -1.4152
C -0.921373 -2.460853 -5.373910 -0.167 0.015 -0.012 -1.3010
O -1.807469 0.508708 -4.249708 -0.309 0.314 -0.158 -0.4800
C -2.889552 1.505563 -4.213005 0.120 0.097 0.114 0.5408
C -3.435243 1.792837 -2.824301 0.173 -0.074 0.068 -1.1322
C -2.417693 2.761548 -4.919712 0.110 0.064 -0.006 -1.3550
O 2.737283 2.440127 -1.575645 -0.315 0.400 -0.011 -0.1403
C 3.187041 3.572552 -2.362764 -0.094 -0.132 -0.111 0.6131
C 2.073711 4.494584 -2.842180 -0.175 -0.117 -0.018 -1.3652
C 4.069062 3.118080 -3.516687 0.003 -0.125 0.011 -1.1118
H 5.512316 -1.371408 -2.560725 -0.045 0.055 -0.037 0.3923
H 5.287230 0.284343 -3.157145 -0.006 0.019 -0.010 0.3089
H 4.463714 -1.065689 -3.960452 0.053 0.010 0.071 0.2770
H 3.901177 -0.045637 -1.146677 -0.050 0.108 0.045 0.0905
H 2.724331 -2.409447 -2.680869 0.040 0.052 0.139 0.1045
H 2.059552 -1.735783 -1.181085 0.080 -0.016 -0.033 -0.5252
H 3.661563 -2.488854 -1.169601 -0.047 0.019 -0.051 0.6489
H 1.156857 1.342399 -4.233959 0.052 0.006 -0.086 0.8433
H 0.100010 2.488518 -3.332674 0.004 -0.053 -0.027 0.2285
H 1.024312 -2.476998 -4.496172 0.091 -0.118 0.106 0.3459
H 0.235899 0.018688 -6.061046 0.079 -0.090 0.000 0.2280
H 1.175610 -1.341682 -6.697037 -0.005 0.020 0.019 0.5718
H 1.848111 -0.365459 -5.380757 -0.101 -0.018 -0.036 0.0739
H -1.690951 -1.737021 -5.659403 0.074 -0.082 -0.004 0.2063
H -1.330021 -3.147596 -4.630745 0.049 0.053 -0.065 0.0953
H -0.621368 -3.030309 -6.257930 -0.037 0.029 0.039 0.4858
H -3.664924 1.036588 -4.809761 -0.079 -0.173 -0.106 0.4175
H -2.708875 2.337455 -2.213682 -0.066 -0.032 -0.043 0.0091
H -3.700982 0.885642 -2.280866 0.015 0.044 -0.044 0.2250
H -4.328283 2.412342 -2.931817 0.034 -0.009 -0.019 0.5395
H -1.722159 3.324995 -4.289280 -0.075 -0.041 -0.077 0.1556
H -3.276482 3.404606 -5.125590 0.055 -0.017 0.020 0.4759
H -1.927551 2.519196 -5.866702 -0.060 0.019 0.075 0.3237
H 3.796705 4.115398 -1.649018 0.054 0.100 0.198 0.4133
H 1.642379 4.137895 -3.786009 0.046 0.060 0.130 0.3131
H 2.497740 5.485246 -3.018339 0.020 -0.041 -0.064 0.4975
H 1.272043 4.579995 -2.109607 0.114 0.013 -0.046 0.2599
H 3.580062 2.320162 -4.081494 0.024 0.096 -0.005 0.0872
H 5.026349 2.739259 -3.155812 -0.041 -0.048 -0.016 0.2407
H 4.258085 3.960043 -4.187843 0.016 -0.038 0.063 0.4852
C -3.835902 -4.308436 3.842466 0.102 0.207 -0.086 -0.9273
N -2.848187 -3.479071 4.535167 0.051 0.020 -0.061 0.1084
C -3.558243 -2.407422 5.238175 0.058 0.033 -0.273 -0.9170
N -4.436927 -1.609885 4.385132 0.045 0.057 -0.068 0.1441
C -5.368370 -2.503001 3.698613 0.259 0.070 -0.111 -0.9942
N -4.718643 -3.572930 2.936951 0.052 0.054 -0.086 0.1450
C -3.956971 -3.015488 1.799089 0.017 0.040 0.188 -1.7562
P -2.601464 -1.817546 2.269238 -0.301 -0.580 0.243 3.1325
C -1.866043 -2.919414 3.583309 -0.245 -0.024 0.006 -1.5170
C -3.661772 -0.805560 3.418396 -0.061 -0.210 0.010 -1.3178
H -4.457829 -4.793302 4.597876 -0.045 -0.017 0.056 0.3077
H -3.311448 -5.080431 3.274695 0.005 -0.002 -0.002 0.3977
H -2.824239 -1.745649 5.702136 0.012 0.007 0.016 0.4524
H -4.164651 -2.863009 6.022901 -0.069 -0.053 0.052 0.2801
H -5.982561 -1.909981 3.018768 -0.017 -0.001 0.002 0.4274
H -6.015608 -2.965696 4.445897 -0.029 -0.048 0.075 0.3256
H -4.643676 -2.494518 1.126915 -0.033 -0.018 0.000 0.3527
H -3.511882 -3.840741 1.236630 -0.008 -0.041 -0.007 0.3446
H -1.110751 -2.359257 4.137539 0.033 0.028 0.046 0.4393
H -1.348906 -3.743775 3.083356 0.023 -0.031 0.020 0.3786
H -4.348106 -0.206146 2.816528 -0.011 0.014 0.001 0.3507
H -3.011306 -0.119619 3.959730 0.028 0.045 0.048 0.1700
```
Forces are in eV/Å.

Results
Net charge: -1
Energy above the lowest of the compared OMol25 structures with the same formula, charge and spin, eV: 1.157
LUMO, eV: 2.1
Gap between HOMO and LUMO, eV: 6.693